1.
This record from OMol25 describes a 9-piece molecular cluster, C44H113N11O16 overall. The level of theory is ωB97M-V/def2-TZVPD.

```
184
Properties=species:S:1:pos:R:3:forces:R:3:lowdin_charge:R:1
H -6.905751 -7.767065 7.620265 -0.1 0.5 -0.7 0.080
O -5.893161 1.344135 -2.196905 1.8 -1.3 0.7 -0.223
O 3.170429 -3.580225 0.010855 -0.2 0.5 -0.9 -0.193
H -5.315311 0.272365 3.647435 0.4 0.8 -0.3 0.088
C 0.489989 2.216645 5.221825 -2.1 0.2 -1.2 -0.204
H -1.046861 0.304705 4.757315 -0.5 -0.8 0.3 0.098
N -0.500861 -0.323265 1.932895 -1.5 -0.2 5.5 0.223
H -1.458941 -2.632205 -3.886855 -0.5 -0.2 -0.9 0.075
H 4.938749 -1.267175 -1.659975 -0.3 0.1 -0.6 0.106
H 3.850109 -3.804265 -2.312345 -0.2 0.0 0.4 0.098
H -4.062241 -3.354005 4.011275 -0.7 0.0 0.0 0.090
N 3.226359 -0.901615 2.784125 -1.0 -2.2 1.0 0.156
H -1.662091 1.133205 6.215675 0.4 0.2 0.0 0.118
C 6.882869 2.959065 2.281745 0.1 -0.8 -1.0 -0.073
H 0.970719 -4.872445 4.353425 0.2 0.3 -0.1 0.092
C 0.993819 1.308155 -3.869445 -1.2 -0.4 0.2 -0.140
H 7.917469 1.251515 -6.099295 0.3 0.3 0.9 0.087
N -5.295431 -1.476995 -0.356895 1.1 -1.0 -1.5 -0.083
H -3.731111 -3.793515 7.404135 -0.3 -0.1 0.8 0.119
H -6.289041 2.389725 -3.950505 0.4 0.2 0.5 0.077
H 2.714439 2.959835 1.516285 0.5 -0.4 0.1 0.066
H 0.808019 0.585465 -3.074905 -1.2 -0.6 -0.3 0.082
H -0.837181 2.450135 3.617815 -0.3 -0.4 -0.3 0.072
H -4.449771 -5.854255 8.626225 0.9 0.2 -0.1 0.115
H -1.197961 1.828775 -5.253885 0.0 -0.2 -0.1 0.056
O 2.745469 -2.949435 -4.348665 0.6 0.9 -0.8 -0.199
C -3.057391 1.131015 4.584785 1.7 -0.8 -1.9 -0.193
H -7.389491 1.143765 -3.447995 -0.8 0.3 -0.3 0.086
C -2.046831 3.077785 0.837045 1.5 0.6 0.9 -0.054
C 1.573639 -2.312065 -4.882545 -0.1 -0.4 1.8 -0.087
H 5.288459 3.687785 -0.134095 -0.5 -0.9 0.0 0.100
H -1.997361 -3.274145 3.063405 0.0 0.1 -0.3 0.099
H 5.759189 -2.379255 -0.708495 0.2 -0.5 0.2 0.103
C -2.212091 3.190025 -6.352285 1.2 -0.2 0.3 -0.154
C 1.349809 2.861845 -7.334185 -0.7 0.6 -0.7 -0.077
C -0.374191 -0.587775 0.697075 -1.8 -1.8 -3.8 -0.812
O 2.551039 3.253265 5.666115 0.3 0.0 -1.0 -0.182
C 1.883749 -3.687125 0.656165 0.8 0.4 -1.2 -0.084
C 1.446219 4.393345 1.198385 -1.4 0.5 -1.1 -0.210
H -3.050371 1.609755 3.605565 0.0 0.8 0.0 0.101
H 1.403689 3.661045 3.911785 0.1 0.2 0.1 0.100
C -3.132481 1.251815 -5.028025 0.3 0.7 0.2 -0.199
H 2.292329 -1.261575 2.918745 0.1 0.2 0.1 0.098
H 5.354089 -0.078605 2.096715 -0.5 0.1 0.1 0.121
H 3.018679 -1.678885 -1.049865 -1.7 -0.1 0.8 0.108
H 4.527589 3.991665 5.585735 -0.1 -0.7 0.3 0.083
H -1.978101 2.033685 1.142395 -0.4 -0.3 -0.4 0.067
H 1.682419 -1.460615 -5.554335 0.6 -0.4 -0.5 0.082
H 1.708349 3.603935 -6.620845 0.4 -0.1 0.0 0.082
N 4.751269 -3.349935 -2.272465 0.5 1.0 -0.2 -0.035
H 2.046379 -3.222395 1.628625 -0.9 -0.3 0.2 0.063
H 0.691729 -0.320325 -0.828825 0.7 0.5 0.1 0.107
N 2.659759 3.777735 0.926235 3.3 -1.7 -0.5 -0.071
H 1.513429 -4.711185 0.608515 1.0 -0.5 0.9 0.091
H 4.559689 2.635855 -2.191745 -0.4 -0.4 1.1 0.104
C 2.384499 2.855295 -2.605695 0.1 -1.4 0.2 -0.125
C 0.114499 -4.818345 3.681065 0.4 -0.6 0.3 -0.151
H 3.310999 5.136665 5.305305 -0.3 0.3 -0.4 0.088
C -6.338221 0.685865 -0.966875 0.0 2.0 -0.8 -0.172
H -0.053661 -5.850165 3.372565 0.1 -0.2 -0.7 0.089
H -4.450791 -6.382775 -0.664715 -0.2 -0.1 -0.6 0.086
H 3.212679 3.108405 -5.254605 0.2 0.2 0.0 0.081
H 0.969899 1.344335 4.778135 0.3 -0.4 0.6 0.105
C 3.551539 4.091465 5.110905 -0.1 0.2 0.4 -0.114
H 1.062009 -3.295075 0.056895 0.1 1.3 0.1 0.081
H 3.780289 -1.722255 0.619545 0.1 0.5 -0.6 0.077
H 5.156719 -3.715065 -4.261505 0.2 0.2 -0.2 0.120
H -3.184691 0.594415 -5.895895 0.3 -0.4 -0.1 0.114
H 5.308669 4.366915 -3.691415 -0.2 -0.3 0.4 0.108
H 0.559139 2.419595 1.533125 0.8 -0.1 0.3 0.077
H 1.108179 0.869975 -4.860915 -0.6 -0.4 0.1 0.094
O -6.248691 -5.676895 7.857235 0.2 -2.0 -0.4 -0.212
C -1.904191 -1.764795 -3.399565 1.1 -0.5 -0.5 -0.135
H -5.332551 -3.619045 -1.277195 -0.2 0.2 -0.1 0.109
O -4.645281 -4.604045 0.359625 -0.5 -1.2 1.4 -0.207
H -0.888321 4.174405 -7.853025 -0.4 -0.3 -0.7 0.119
C -6.781861 1.968015 -3.074495 -0.9 -1.3 0.7 -0.118
H -1.064891 -1.590345 -2.726345 -0.8 0.4 1.3 0.065
H -5.325461 -3.864745 6.679765 -0.5 -0.1 0.4 0.113
H 1.519919 5.199375 0.468325 -1.5 0.5 0.0 0.122
C -4.506601 -0.409255 3.383855 1.2 0.1 0.7 -0.066
C -4.808671 -5.751785 7.602115 -1.7 0.6 1.3 -0.175
H 4.137819 -1.644495 -5.146415 0.0 0.3 -0.2 0.114
H 0.222339 0.154915 2.451005 -0.1 0.0 0.1 0.088
C 5.197749 4.079575 0.879005 0.5 0.2 -0.4 -0.192
H -2.895961 -2.048035 -3.047045 0.3 0.0 0.8 0.084
H 2.037139 2.302975 -1.732545 0.5 0.8 1.0 0.099
N 4.599199 0.580345 1.970055 0.8 1.7 -0.7 0.202
C 3.849729 -2.028445 -4.167805 -0.6 -1.2 -0.8 -0.213
H 3.519489 -1.187265 -3.558325 0.1 0.1 0.4 0.104
H 3.893989 -1.609445 2.513295 -0.1 0.3 0.2 0.095
H -4.096331 -5.543505 5.183565 -0.1 0.1 -0.1 0.107
C 3.619699 -2.233795 -0.329475 0.0 -1.4 -0.7 -0.179
H -6.164111 -7.434645 9.117095 0.7 0.4 0.1 0.074
H 0.757659 4.169375 5.587605 0.0 0.9 -0.9 0.130
H -2.537031 1.097275 -2.979205 0.7 -0.6 0.3 0.118
C -4.077311 -2.268905 -0.088495 -1.3 -0.6 -1.6 -0.157
C 0.326259 3.332485 0.984945 -0.5 -0.3 0.6 -0.212
H -7.666551 -6.680125 8.863055 -0.3 -0.3 -0.4 0.083
N 0.573159 0.049485 0.103525 3.2 1.8 -2.0 0.208
O 6.252239 1.934535 -5.126555 0.4 -0.2 0.3 -0.167
H 1.964569 1.966345 -7.425025 -0.2 0.0 0.5 0.094
H -2.800671 2.735085 -7.148965 -0.2 0.0 -0.1 0.107
H -3.245341 -1.888005 -0.680815 -0.2 0.2 0.1 0.071
H 0.926439 -3.110995 -5.244425 0.1 0.2 -0.4 0.091
O -3.292361 -0.248815 4.212935 -2.4 -0.1 0.9 -0.223
H 0.118299 2.912845 0.000685 0.9 0.7 -0.7 0.102
H -3.707731 1.720965 5.230635 -0.7 -0.8 0.2 0.125
H 4.836999 1.534455 1.739355 0.4 0.2 0.0 0.063
H 7.159259 1.976825 1.898445 0.1 -0.4 0.4 0.078
O 5.524159 3.149225 1.890975 0.1 0.0 0.6 -0.242
H -1.123291 -0.983105 2.377075 0.0 0.5 0.7 0.115
H -5.411341 0.055135 0.788005 0.1 1.5 0.3 0.088
H -1.966371 3.234995 -0.238545 0.0 -0.3 -0.1 0.086
H 1.085769 -1.878965 -4.009335 -0.5 0.2 0.1 0.062
H -2.940691 -2.789485 5.164575 0.1 -0.2 0.4 0.112
C 3.813619 4.667875 1.150265 0.2 -0.4 0.1 -0.172
N -3.737151 -4.729495 5.661565 1.3 -0.7 -1.7 -0.080
C 6.941759 0.909625 -5.754035 0.9 -0.7 -1.5 -0.147
H 4.541029 1.057635 -4.294725 0.0 0.1 0.2 0.108
H 1.693689 3.690095 -2.723975 -0.2 0.0 -0.7 0.123
H -6.054531 -1.879525 0.173995 -0.1 0.4 0.1 0.114
H -4.095121 -0.350395 2.376225 -0.8 0.3 -0.2 0.064
H 7.043349 -0.057555 -5.261735 0.0 0.2 0.9 0.078
H -4.114601 1.724565 -5.035785 0.0 0.3 0.5 0.099
C 4.854399 1.773685 -5.054455 -0.1 0.7 -0.8 -0.207
H 0.309349 -4.146505 2.845145 0.1 -0.1 -0.2 0.060
H 6.038699 4.771295 0.829665 -0.4 1.0 0.5 0.119
H -7.367501 2.693465 -2.509835 -0.3 0.3 -0.4 0.085
H -7.211771 0.034775 -1.000025 -0.1 -0.2 -0.9 0.121
C -0.799481 3.599015 -6.931535 -2.3 2.2 1.3 -0.285
H -4.577571 -6.682225 7.083495 0.2 0.2 -0.5 0.115
C -3.289681 -3.708455 4.693635 0.1 -0.7 -0.3 -0.173
H -3.739601 -2.267435 0.947865 -0.1 -0.3 0.2 0.095
H -5.037091 -1.350155 3.530145 0.8 -0.5 0.2 0.071
O 2.398159 1.119705 2.463975 -0.9 1.9 -0.2 0.018
H 7.633999 3.569715 1.780735 -0.4 0.8 0.0 0.089
H 4.833099 3.840155 -5.597165 -0.3 -0.5 -0.9 0.128
O -2.014951 -0.694615 -4.293675 -0.9 1.9 1.0 -0.206
O -0.912761 3.738705 1.496265 -1.9 0.9 -0.1 -0.215
C 4.257679 3.176135 -4.952125 0.2 0.0 0.3 -0.216
C 4.831209 -2.279955 -1.271615 0.8 -0.9 1.4 -0.221
H 0.275239 2.222255 6.290445 0.6 -0.8 0.0 0.123
H -2.983081 3.518125 1.180055 0.2 0.1 0.2 0.088
H -5.439521 -6.404745 0.775895 -0.4 0.0 -0.2 0.086
C -2.888801 0.408345 -3.747145 -0.2 -0.6 -3.3 -0.129
C -5.214361 -0.040785 -0.279755 -0.6 -0.5 2.0 -0.213
H -3.865731 0.000495 -3.487595 0.2 -0.3 0.4 0.101
H -2.329961 -5.010705 3.055075 -0.7 -0.1 0.1 0.119
H -6.659161 1.519805 -0.342655 0.0 0.1 0.4 0.112
H -4.215511 0.360895 -0.450175 -0.1 -0.2 -0.4 0.130
H 5.889439 -2.191965 -3.655635 0.3 -0.3 0.2 0.110
C -4.447211 -3.692665 -0.645645 1.3 1.2 -0.1 -0.254
H 7.022239 2.994195 3.362235 -0.3 0.1 -0.1 0.094
O -0.946771 -4.408675 4.452755 -2.0 1.1 0.3 -0.202
H 3.798509 4.977635 2.195215 0.2 0.5 0.2 0.103
H 6.592849 0.590225 -6.736045 -1.2 0.3 -0.3 0.080
O 2.212949 1.774575 -3.569215 4.5 2.8 -0.2 -0.245
C 1.287429 3.441485 4.973095 0.7 0.0 1.7 -0.202
O -1.108151 -1.311145 0.023365 -0.9 -0.9 0.4 0.011
N -0.894161 2.339385 4.620105 0.9 0.1 2.3 -0.040
C -4.431911 -4.452115 6.891075 0.7 0.6 -1.0 -0.198
H -6.089421 -5.522185 -0.698535 -0.2 -0.7 -0.2 0.086
H 3.692799 3.892105 4.048635 -0.1 0.1 -0.2 0.058
C -1.627141 1.150375 5.126375 0.0 1.0 -1.5 -0.204
H -3.625111 -4.028235 -1.277825 0.3 -0.1 -0.3 0.113
C 3.359659 0.388635 2.426315 0.9 -2.9 -0.2 -0.681
O 0.016449 2.555615 -7.009895 1.4 -3.4 -0.1 -0.191
N -2.092651 2.290605 -5.174185 0.1 0.2 -0.5 -0.058
H 0.241739 2.095925 -3.912955 -0.3 0.0 0.1 0.086
H 3.732439 5.549195 0.514045 -0.3 0.1 0.0 0.122
C -5.216531 -5.828475 -0.122035 0.8 1.1 1.0 -0.080
C -6.754521 -6.957845 8.334675 -0.1 1.3 0.8 -0.113
C -2.176631 -4.143005 3.696695 1.4 -0.1 1.9 -0.154
H 1.318599 3.312225 -8.326295 0.4 0.3 -0.2 0.091
H 4.494849 1.435435 -6.026255 -0.1 -0.5 -0.2 0.115
C 3.856099 3.423385 -2.461655 -0.6 -1.6 -1.7 -0.156
H 1.458609 4.837725 2.193615 -0.7 0.1 0.4 0.107
N 4.410799 3.906555 -3.736255 -1.1 1.3 1.1 -0.073
C 5.018399 -2.846165 -3.618085 -0.9 0.3 0.2 -0.197
H 1.294969 0.398375 0.717825 0.6 0.3 -0.8 0.079
H -0.373281 4.362525 -6.280765 0.2 0.2 0.7 0.115
H -2.662691 4.119785 -6.004995 -0.3 0.0 -0.3 0.106
H 3.762149 4.185975 -1.688525 0.3 0.1 -0.2 0.091
```
Positions in Å, forces in eV/Å.

Computed properties:
Lowest unoccupied orbital energy (hartree): 0.008
Gap between HOMO and LUMO (eV): 8.287
ΔE to the lowest compared entry with this formula, charge and spin (kcal/mol): 145.0
E_tot (a.u.): -3549.88375
Strongest force on any atom (eV Å⁻¹): 5.66
Structure (SMILES): COCCNCCOC.COCCNCCOC.COCCNCCOC.COCCNCCOC.COCCNCCOC.COCCNCCOC.COCCNCCOC.NC(N)=O.NC(N)=O

2.
This record from OMol25 describes a 2-piece molecular cluster, C35H45N2 overall. The level of theory is ωB97M-V/def2-TZVPD.

```
82
Properties=species:S:1:pos:R:3:forces:R:3:lowdin_charge:R:1
C 0.457557 3.360569 3.640440 -0.2 0.8 0.0 -0.054
C -3.687612 0.574157 3.846861 -0.4 0.0 0.0 -0.057
H 0.654559 1.025510 -2.710753 0.2 -0.2 0.2 0.099
C -1.414134 -0.494450 4.031953 0.1 0.5 -0.2 -0.001
H -3.014732 1.367871 0.755678 0.0 -0.3 -0.1 0.086
C 2.953779 -3.777387 -3.026916 -0.2 0.0 0.1 -0.199
H -6.081413 1.036355 -4.647322 0.1 -0.2 0.1 0.089
C -5.699546 0.149196 -4.127108 -0.3 -0.1 -0.1 -0.049
H 1.270216 3.346492 2.902769 -0.1 -0.1 0.3 0.090
H -5.513526 -0.613654 -4.892812 0.0 0.1 0.2 0.087
C 5.251635 0.029577 3.173550 0.5 -0.3 -0.1 -0.054
C 0.446870 0.727652 -1.675742 -0.6 0.8 0.2 -0.130
H 4.021458 -0.049581 -3.347800 -0.3 0.0 0.1 0.094
H -4.102979 1.019699 2.934729 0.0 -0.1 0.2 0.064
C 0.883480 -3.093597 -1.952295 0.0 -0.2 0.0 -0.161
H 5.891946 -0.520878 3.874655 -0.2 0.1 -0.1 0.090
H 4.154933 -5.521688 -2.670677 -0.1 0.1 0.0 0.106
H 3.337773 -5.513388 -4.230232 0.0 0.1 0.1 0.105
H 1.452547 -5.126958 -2.285721 0.1 0.3 0.0 0.136
H 4.973242 -0.641011 2.352675 0.0 0.2 0.3 0.082
H -0.590093 -1.096084 -1.157197 0.3 0.0 0.0 0.125
H -0.317006 2.453425 -3.691013 -0.1 -0.1 -0.2 0.049
C -0.020734 -0.407474 4.109010 -0.4 0.5 0.3 -0.202
C -0.819012 1.492631 -1.188438 -0.1 -0.4 0.1 -0.304
C -0.172690 2.023247 3.845038 -0.3 -0.7 0.0 -0.195
C -2.173978 1.323445 -3.358660 -0.2 -0.3 0.2 -0.201
H -1.901146 -1.467957 4.115136 0.2 0.2 0.0 0.116
C 1.736784 -4.079773 -2.408075 -0.5 0.0 0.2 0.020
H -3.386098 1.111401 -5.110104 0.0 0.0 0.2 0.128
H 5.838089 0.866074 2.772519 -0.2 -0.2 0.1 0.090
H 4.742627 -4.461691 -3.966244 -0.1 -0.1 0.0 0.087
C -1.080533 1.888081 -4.224090 0.2 0.2 -0.5 -0.048
H 2.973806 0.618327 -2.092274 0.0 -0.1 -0.3 0.089
H 2.408240 0.497940 -3.784568 0.0 -0.1 0.3 0.106
H 1.338126 -1.630995 5.252905 0.0 0.1 -0.3 0.098
H -0.957722 1.180243 -0.145604 0.0 0.1 -0.2 0.120
H 1.589449 -1.677989 3.482799 -0.6 -0.1 0.7 0.042
C 1.233437 -1.696028 -2.092608 -0.1 0.2 0.2 -0.087
C -4.455187 0.468683 -3.360655 0.4 0.0 0.0 -0.263
C -3.341835 0.970651 -4.029276 -0.1 0.0 0.2 -0.011
H -0.501409 -4.586338 -1.328895 0.0 0.3 0.0 0.092
H -0.583540 1.094641 -4.802432 -0.1 0.1 0.1 0.094
C -3.211479 0.618018 -1.278835 0.3 0.0 -0.1 -0.207
C -2.087273 1.126084 -1.965993 0.1 -0.1 -0.1 -0.122
H 2.256940 2.698775 5.435575 0.1 0.0 0.1 0.109
C 2.717868 1.917998 4.865319 -0.3 -0.3 -0.1 -0.052
H -1.276409 -3.084696 -1.850514 0.2 -0.1 0.1 0.103
H 0.257830 3.256794 -0.507238 -0.1 0.0 -0.1 0.085
H -4.011437 -0.468345 3.904146 -0.1 0.1 0.0 0.079
C 0.343726 -0.735739 -1.595366 0.4 -0.6 -0.8 0.148
H -2.441886 -0.303230 0.542978 -0.1 0.2 0.0 0.082
H -4.173237 0.046217 0.544210 0.2 0.1 0.0 0.081
C 3.846782 -4.875394 -3.499789 0.3 0.1 -0.2 -0.014
H -4.123232 1.114166 4.697815 0.1 -0.1 -0.2 0.089
C 2.983495 -0.004408 -2.993031 0.6 0.2 -0.1 -0.023
C -1.565695 1.897907 3.750249 0.3 -0.2 0.1 -0.013
C -2.194392 0.655729 3.869739 0.4 0.0 0.0 -0.283
C -0.410742 -3.494810 -1.315254 -0.3 -0.4 0.1 -0.029
C 0.579854 0.858131 4.074885 -1.0 0.0 -0.2 -0.141
H 0.185106 -2.500308 4.243357 0.0 0.0 0.1 0.073
C 3.299462 -2.433015 -3.187905 0.1 0.4 0.0 0.019
H 1.296468 1.067722 -1.059492 0.0 -0.1 -0.2 0.146
H -1.483323 3.505063 -0.756921 0.2 -0.1 0.0 0.097
C 2.495880 -1.395164 -2.741865 0.1 -0.1 -0.2 -0.136
C 2.819920 0.005477 3.622264 0.4 0.9 -1.4 -0.023
N 1.975733 0.917441 4.216505 1.9 0.0 0.2 -0.035
H -5.228981 -0.105274 -1.432441 0.2 0.1 -0.2 0.120
H -0.308985 4.050218 3.269414 0.2 -0.1 0.0 0.079
H -0.399177 3.422778 -2.145668 0.0 0.0 0.3 0.069
H -6.478133 -0.217650 -3.454004 0.0 0.0 -0.2 0.078
C -4.369689 0.290019 -1.980326 0.0 0.1 -0.2 -0.001
C -0.591732 3.006988 -1.153411 0.1 0.1 0.1 -0.035
H 0.836860 3.793752 4.573893 -0.1 0.0 -0.3 0.073
C 0.823711 -1.614690 4.281757 -0.1 -1.3 -0.3 -0.085
H 4.244925 -2.194392 -3.685345 -0.4 0.0 0.2 0.131
N 4.052138 0.525863 3.800850 -0.7 0.7 1.0 -0.168
H 4.893014 2.190746 4.926018 0.2 0.1 0.1 0.114
C 4.011994 1.666266 4.620933 0.0 -0.3 -0.5 -0.048
H -0.471867 -3.170546 -0.268999 0.0 0.0 -0.2 0.103
H -2.171788 2.797808 3.596913 0.2 -0.3 0.0 0.124
H -1.519714 2.572132 -4.965118 0.1 -0.2 0.2 0.097
C -3.198123 0.426613 0.217505 -0.2 -0.1 0.2 -0.050
```
Positions in Å, forces in eV/Å.

Computed properties:
Lowest unoccupied orbital energy (hartree): -0.192
Gap between HOMO and LUMO (eV): 4.790
Total charge: +1
E_tot (a.u.): -1469.90338
Strongest force on any atom (eV Å⁻¹): 1.94

Question: Which value of gap between HOMO and LUMO does entry 1 give?
Answer: 8.287 eV

Question: Among the records above, which one has the highest lowest unoccupied orbital energy?
Answer: C44H113N11O16